(1)
# C5H14N3

A cluster of 2 separate species, C5H14N3 in total at a distorted geometry (ωB97M-V/def2-TZVPD, OMol25).

```
22
Properties=species:S:1:pos:R:3:lowdin_charge:R:1
C -0.22 -1.40 -2.23 0.00
N -2.48 -0.95 0.67 0.18
C -1.58 -1.41 -0.18 -0.15
N -1.21 -0.80 -1.28 0.03
H -0.31 -1.00 -3.24 0.10
H -0.50 -2.48 -2.24 0.12
H 0.75 -1.07 -1.93 0.06
H -2.75 -0.01 0.49 0.11
H -2.55 -1.27 1.65 0.16
H -1.10 -2.32 0.08 0.16
H -1.60 0.14 -1.47 0.18
C 0.47 1.43 1.86 -0.06
C 1.31 1.04 0.66 -0.52
C 2.01 -0.11 0.64 -0.01
N 1.30 2.01 -0.31 0.08
H -0.55 0.97 1.82 0.07
H 0.43 2.51 2.06 0.08
H 0.83 0.99 2.80 0.08
H 2.66 -0.37 -0.22 0.05
H 2.02 -0.83 1.54 0.09
H 1.14 2.96 -0.04 0.09
H 1.92 1.98 -1.11 0.10
```

E_HOMO: -11.36 eV
Energy relative to the best compared isomer or geometry (same formula, charge and spin): 1.714 eV
Net charge: +1
Orbital gap: 0.2917 Ha

***

(2)
# C5H14N3

The ion C5H14N3 with charge +2 at a distorted geometry (ωB97M-V/def2-TZVPD, OMol25).

```
22
Properties=species:S:1:pos:R:3:lowdin_charge:R:1
C 0.10 -0.64 -1.51 -0.06
C -0.85 -1.18 -0.49 -0.22
C -0.67 -0.61 0.94 -0.11
C 0.77 -0.24 1.49 -0.14
N 2.31 2.57 -0.18 0.32
C 2.14 1.44 0.33 -0.14
N 1.20 1.14 1.38 0.14
N -2.36 -0.62 -0.98 0.24
H -0.13 -0.90 -2.54 0.11
H 1.02 -1.17 -1.26 0.10
H 0.34 0.43 -1.57 0.10
H -0.91 -2.27 -0.47 0.16
H -1.15 -1.28 1.67 0.13
H -1.27 0.33 1.02 0.12
H 1.40 -0.92 0.89 0.12
H 0.86 -0.48 2.58 0.16
H 1.90 3.44 0.15 0.14
H 2.88 0.64 0.13 0.17
H 0.42 1.79 1.41 0.16
H -2.42 -0.21 -1.92 0.17
H -2.58 0.12 -0.32 0.13
H -3.00 -1.38 -0.75 0.17
```

E_HOMO (alpha / beta): -19.84 / -19.23 eV
Spin multiplicity: 2
Energy relative to the best compared isomer or geometry (same formula, charge and spin): 2.645 eV
Net charge: +2
Orbital gap (alpha / beta): 0.4578 / 0.2701 Ha

***

(3)
# C5H14N3O4

A structure of composition C5H14N3O4 at a distorted geometry (ωB97M-V/def2-TZVPD, OMol25).

```
26
Properties=species:S:1:pos:R:3:lowdin_charge:R:1
C 2.17 -1.16 1.51 -0.11
C 1.33 -0.94 -0.33 -0.33
C 1.00 -0.30 1.01 -0.36
C -0.38 -0.76 1.56 -0.15
C -1.55 2.03 -1.26 -0.25
N -0.28 1.96 -1.20 0.17
N -2.65 2.39 -1.20 0.34
N 0.88 1.12 0.91 0.12
O 2.26 -1.93 0.33 -0.04
O 0.43 -1.56 -1.14 0.03
O -1.30 0.20 1.09 -0.08
O -2.22 -0.65 -1.83 -0.04
H 3.09 -0.53 1.55 0.14
H 2.15 -1.82 2.41 0.15
H 2.01 -0.33 -0.99 0.17
H -0.34 -0.77 2.65 0.14
H -0.50 -1.81 1.23 0.15
H 0.28 1.98 -2.08 0.17
H 0.11 1.47 -0.21 0.07
H -1.25 -0.69 -1.74 0.01
H -3.61 2.40 -0.99 0.13
H 1.72 1.63 0.99 0.14
H 0.27 1.47 1.56 0.09
H 0.82 -2.37 -1.52 0.16
H -1.86 -0.30 0.40 0.13
H -2.58 -0.73 -2.69 0.03
```

E_HOMO: -13.35 eV
Energy relative to the best compared isomer or geometry (same formula, charge and spin): 1.715 eV
Net charge: +1
Orbital gap: 0.3867 Ha

***

(4)
# C5H14N4

A cluster of 2 separate species, C5H14N4 in total at a distorted geometry (ωB97M-V/def2-TZVPD, OMol25).

```
23
Properties=species:S:1:pos:R:3:lowdin_charge:R:1
C -0.61 2.85 -0.07 0.01
N 0.07 1.77 -0.27 0.03
C 1.23 1.70 0.46 -0.58
C 2.32 2.31 -0.01 0.02
N 1.28 0.94 1.60 0.11
H -1.56 2.99 -0.61 0.07
H -0.30 3.66 0.61 0.09
H 2.30 2.87 -0.93 0.05
H 3.27 2.26 0.52 0.05
H 0.62 0.18 1.51 0.06
H 2.21 0.58 1.78 0.10
C -0.33 -3.03 -0.03 -0.12
N -1.12 -2.03 -0.76 -0.32
C -1.87 -1.18 0.16 -0.12
N -0.21 -1.23 -1.54 0.00
H -0.77 -3.27 0.94 0.07
H 0.70 -2.70 0.16 0.07
H -0.29 -3.95 -0.61 0.07
H -2.61 -1.78 0.72 0.08
H -2.45 -0.42 -0.39 0.08
H -1.23 -0.67 0.88 0.05
H -0.51 -0.25 -1.64 0.05
H -0.13 -1.59 -2.49 0.07
```

E_HOMO: -7.84 eV
Energy relative to the best compared isomer or geometry (same formula, charge and spin): 2.814 eV
SMILES: C=NC(=C)N.CN(C)N
Orbital gap: 0.3230 Ha

***

(5)
# C5H14NO

A cluster of 2 separate species, C5H14NO in total at a distorted geometry (ωB97M-V/def2-TZVPD, OMol25).

```
21
Properties=species:S:1:pos:R:3:lowdin_charge:R:1
C 0.34 -1.56 -0.16 -0.13
C -0.35 -0.55 -1.08 -0.15
C 0.11 0.87 -0.86 -0.39
C -0.81 1.80 -0.64 0.07
C 1.59 1.11 -0.88 -0.06
N 0.64 -1.02 1.21 0.18
H -0.13 -2.53 0.02 0.14
H 1.30 -1.73 -0.63 0.12
H -1.43 -0.55 -0.94 0.10
H -0.11 -0.84 -2.10 0.13
H -1.86 1.58 -0.45 0.07
H -0.55 2.86 -0.69 0.08
H 1.98 1.52 0.05 0.09
H 2.15 0.25 -1.25 0.08
H 1.88 1.83 -1.65 0.09
H 0.70 0.00 1.29 0.14
H -0.05 -1.25 1.93 0.14
H 1.58 -1.34 1.46 0.17
H -2.33 0.51 2.23 0.07
H -2.70 -0.76 1.46 0.07
O -1.95 -0.20 1.71 -0.04
```

E_HOMO: -13.19 eV
Energy relative to the best compared isomer or geometry (same formula, charge and spin): 1.261 eV
Net charge: +1
Orbital gap: 0.3664 Ha

***

(6)
# C5H14NO

A cluster of 2 separate species, C5H14NO in total at a distorted geometry (ωB97M-V/def2-TZVPD, OMol25).

```
21
Properties=species:S:1:pos:R:3:lowdin_charge:R:1
C -3.30 -0.14 -0.73 -0.24
C 2.43 -0.64 1.51 -0.02
C 1.95 1.66 -0.02 -0.04
C -2.35 0.90 -0.84 -0.11
C 1.51 -0.61 0.24 -0.18
N 1.82 -1.80 -0.76 0.25
O 1.29 0.50 -0.52 -0.09
H -3.23 -0.91 -1.57 0.08
H -4.36 0.39 -0.71 0.12
H -3.12 -0.65 0.27 0.09
H 2.43 -1.58 1.99 0.08
H 3.36 -0.20 1.33 0.07
H 1.96 0.04 2.32 0.13
H 1.29 2.50 -0.03 0.10
H 2.89 1.82 -0.63 0.14
H 2.23 1.47 0.99 0.05
H -1.84 1.23 -1.67 0.00
H -2.39 1.63 0.04 0.08
H 2.17 -1.36 -1.64 0.19
H 2.53 -2.34 -0.26 0.15
H 1.11 -2.38 -1.15 0.15
```

E_HOMO (alpha / beta): -12.98 / -10.31 eV
Energy relative to the best compared isomer or geometry (same formula, charge and spin): 6.342 eV
Net charge: +1
Orbital gap (alpha / beta): 0.3461 / 0.2144 Ha

***

(7)
# C5H14NO

A cluster of 2 separate species, C5H14NO in total at a distorted geometry (ωB97M-V/def2-TZVPD, OMol25).

```
21
Properties=species:S:1:pos:R:3:lowdin_charge:R:1
C -2.20 -0.79 -0.56 -0.07
C -0.93 0.01 -0.47 -0.32
C 0.31 -0.50 -1.17 -0.17
C 1.50 0.44 -1.15 -0.14
C 1.33 1.63 -0.69 -0.01
N -0.61 -0.03 1.09 0.20
H -2.17 -1.81 -0.27 0.08
H -3.06 -0.37 0.01 0.11
H -2.57 -0.93 -1.58 0.10
H -1.24 1.05 -0.92 0.19
H 0.07 -0.59 -2.26 0.15
H 0.65 -1.53 -0.99 0.13
H 2.43 0.02 -1.60 0.14
H 2.13 2.33 -0.76 0.07
H 0.55 1.89 -0.02 0.04
H -1.36 -0.04 1.65 0.09
H 0.01 0.86 1.09 0.14
H 0.03 -0.91 1.17 0.18
H 1.66 -0.94 3.06 0.17
H 1.86 0.55 2.20 -0.01
O 1.61 -0.32 2.19 -0.07
```

E_HOMO: -14.00 eV
Energy relative to the best compared isomer or geometry (same formula, charge and spin): 3.133 eV
Net charge: +1
Orbital gap: 0.3956 Ha

***

(8)
# C5H14NO

A cluster of 2 separate species, C5H14NO in total at a distorted geometry (ωB97M-V/def2-TZVPD, OMol25).

```
21
Properties=species:S:1:pos:R:3:lowdin_charge:R:1
C -0.31 1.47 -0.19 -0.14
C -0.86 0.24 -1.03 -0.15
C -1.06 -1.03 -0.22 -0.39
C -0.23 -2.04 -0.42 0.06
C -2.33 -1.01 0.60 -0.03
N 0.70 1.16 0.85 0.18
H -0.05 2.24 -0.92 0.13
H -1.24 1.80 0.29 0.12
H -0.12 0.12 -1.82 0.11
H -1.68 0.68 -1.60 0.13
H 0.67 -2.03 -1.03 0.07
H -0.38 -2.94 0.16 0.08
H -2.81 -1.99 0.62 0.09
H -2.03 -0.78 1.63 0.09
H -3.01 -0.29 0.15 0.08
H 0.78 0.14 0.80 0.13
H 1.66 1.54 0.70 0.13
H 0.37 1.38 1.78 0.17
H 3.33 -0.18 0.54 0.06
H 2.93 0.83 -0.75 0.08
O 3.17 0.68 0.18 -0.03
```

E_HOMO: -13.71 eV
Energy relative to the best compared isomer or geometry (same formula, charge and spin): 1.877 eV
Net charge: +1
Orbital gap: 0.3803 Ha

***

(9)
# C5H14NO2

A cluster of 2 separate species, C5H14NO2 in total at a distorted geometry (ωB97M-V/def2-TZVPD, OMol25).

```
22
Properties=species:S:1:pos:R:3:lowdin_charge:R:1
C 1.18 1.99 -1.04 -0.18
O 1.98 1.93 0.14 -0.10
C 0.03 1.30 -0.41 -0.17
C -0.08 -0.07 -1.06 -0.11
C 0.60 -1.22 -0.23 -0.22
C 0.19 -2.50 -0.33 0.11
N 1.80 -0.88 0.64 0.24
H 1.09 3.12 -1.35 0.17
H 1.71 1.52 -1.80 0.09
H 2.66 2.49 0.37 0.06
H -0.94 1.69 -0.58 0.12
H 0.24 1.34 0.60 0.09
H -1.15 -0.42 -1.20 0.14
H 0.40 -0.21 -2.03 0.12
H -0.79 -2.60 -0.78 0.09
H 0.58 -3.24 0.32 0.07
H 1.39 -0.56 1.52 0.17
H 2.43 -0.03 0.54 0.17
H 2.40 -1.57 0.94 0.12
H -5.48 -0.72 0.82 0.08
H -4.84 -1.46 2.11 -0.05
O -4.95 -0.71 1.67 -0.04
```

E_HOMO: -13.74 eV
Energy relative to the best compared isomer or geometry (same formula, charge and spin): 4.273 eV
Net charge: +1
Orbital gap: 0.3829 Ha

***

(10)
# C5H14NO2

A cluster of 2 separate species, C5H14NO2 in total at a distorted geometry (ωB97M-V/def2-TZVPD, OMol25).

```
22
Properties=species:S:1:pos:R:3:lowdin_charge:R:1
C 0.13 1.23 1.46 0.00
C -1.31 -0.80 0.62 -0.09
C 1.48 -1.69 0.89 0.06
C -0.35 1.31 -1.79 -0.18
C -0.12 0.07 0.41 -0.36
N 1.11 -0.55 -0.08 0.00
O 0.55 0.54 -2.46 0.03
O -1.67 1.14 -2.21 0.05
H -0.34 0.98 2.39 0.09
H -0.28 2.10 1.17 0.03
H 1.14 1.30 1.55 0.05
H -2.26 -0.09 0.52 0.12
H -1.49 -1.35 1.53 0.07
H -1.57 -1.59 -0.21 0.12
H 0.90 -2.53 0.88 0.07
H 2.52 -1.90 0.70 0.10
H 1.24 -1.24 1.84 0.10
H -0.17 2.14 -1.17 0.11
H 1.70 0.31 -0.14 0.18
H 1.08 -0.85 -1.07 0.15
H 0.08 0.29 -3.30 0.17
H -2.34 1.18 -1.52 0.11
```

E_HOMO (alpha / beta): -11.82 / -11.41 eV
Energy relative to the best compared isomer or geometry (same formula, charge and spin): 5.376 eV
Net charge: +1
Orbital gap (alpha / beta): 0.3236 / 0.2907 Ha

***

(11)
# C5H14NO3

A cluster of 3 separate species, C5H14NO3 in total at a distorted geometry (ωB97M-V/def2-TZVPD, OMol25).

```
23
Properties=species:S:1:pos:R:3:lowdin_charge:R:1
C 1.19 -3.88 -0.46 -0.05
C -0.09 2.03 -0.81 0.04
C 3.55 1.10 1.04 0.04
C -3.81 1.11 -0.01 -0.15
C 1.45 -2.59 -0.31 -0.10
N 2.13 1.47 -0.85 0.14
O 1.13 1.71 -0.06 -0.01
O 3.22 1.12 -0.37 0.03
O -2.58 0.39 0.02 -0.18
H 1.27 -4.53 0.32 0.03
H -2.80 -0.21 -0.72 0.09
H 0.74 -4.24 -1.30 0.02
H 0.04 2.45 -1.87 0.14
H -0.49 2.94 -0.37 0.11
H -0.56 1.04 -0.66 0.09
H 2.93 1.72 1.69 0.11
H 4.57 1.13 0.98 0.08
H 3.24 0.08 1.62 0.17
H -4.58 0.28 0.04 0.10
H -4.00 1.74 -0.86 0.06
H -3.71 1.75 0.96 0.12
H 1.22 -1.78 -1.13 0.06
H 1.79 -2.10 0.66 0.05
```

E_HOMO: -13.01 eV
Energy relative to the best compared isomer or geometry (same formula, charge and spin): 9.301 eV
Net charge: +1
Orbital gap: 0.2494 Ha